No. 1
76
Properties=species:S:1:pos:R:3 method="wB97M-V/def2-TZVPD" e_above_lowest_ev=0.352 total_charge=-1 homo_energy_ev=-4.6
Mg -0.12696 1.16161 -0.35608
C 0.85852 -3.90264 0.64646
N 0.03735 -2.76471 0.30374
C -1.09802 -2.66663 1.19699
C -0.35619 -2.81433 -1.09393
C -0.94437 -1.50989 -1.62798
N -0.00496 -0.40193 -1.69620
C 0.86571 -0.33211 -2.70593
C 1.71906 0.80172 -2.74460
F 1.53896 1.71068 -1.73578
C 2.67306 1.04216 -3.69200
F 3.41532 2.16161 -3.60624
C 2.88551 0.15583 -4.73726
C 2.07263 -0.96021 -4.74590
F 2.22527 -1.86779 -5.73410
C 1.10284 -1.20964 -3.79668
F 0.38516 -2.35402 -3.94834
H 0.32038 -4.86467 0.54285
H 1.19790 -3.81805 1.68074
H 1.73667 -3.93621 0.00008
H -1.79562 -3.51751 1.07426
H -1.65057 -1.74115 1.04632
H -0.74716 -2.66596 2.23040
H -1.09359 -3.62619 -1.26205
H 0.52861 -3.06644 -1.68004
H -1.76404 -1.19586 -0.97912
H -1.39595 -1.72188 -2.60131
H 3.63236 0.32808 -5.49548
O -1.68392 2.44129 -1.41354
C -2.47618 2.06667 -0.54538
N -3.69923 2.59372 -0.26101
C -4.22615 2.01346 0.95968
C -3.15630 0.89605 1.20038
O -3.24306 0.09094 2.11343
N -2.16695 1.03212 0.29944
C -5.63278 1.48223 0.73776
C -5.89196 0.13387 0.52808
C -7.18390 -0.29733 0.25291
C -8.22784 0.61156 0.18371
C -7.97606 1.96116 0.39345
C -6.68833 2.38919 0.67180
C -4.11847 2.94447 2.16336
C -3.19619 3.98499 2.17970
C -3.02770 4.75909 3.32058
C -3.77592 4.49414 4.45686
C -4.68688 3.44524 4.45216
C -4.85496 2.67238 3.31421
H -4.00774 3.46209 -0.66172
H -5.08718 -0.58534 0.59500
H -7.37128 -1.35186 0.09403
H -9.23356 0.27196 -0.02996
H -8.78454 2.67997 0.34464
H -6.49774 3.44108 0.85364
H -2.57498 4.18391 1.31452
H -2.28057 5.54161 3.31605
H -3.63920 5.09275 5.34899
H -5.26420 3.22200 5.34115
H -5.55035 1.84294 3.31948
Se 0.79800 5.18886 2.46898
C 0.58290 3.79890 1.35192
N 0.45817 2.89570 0.63125
C -0.97934 -0.66094 4.59283
C -0.18049 0.55187 4.10304
C 1.11387 0.73347 4.90471
C -1.03774 1.82315 4.17820
C 0.18631 0.33398 2.69474
N 0.48196 0.20366 1.59540
H -1.28318 -0.48366 5.62632
H -0.37612 -1.57001 4.56010
H -1.87050 -0.79782 3.98005
H 0.85627 0.89053 5.95346
H 1.66765 1.60301 4.55004
H 1.75302 -0.14741 4.83062
H -1.26785 2.02146 5.22734
H -1.97549 1.68737 3.64053
H -0.51013 2.68706 3.77137

No. 2
75
Properties=species:S:1:pos:R:3 method="wB97M-V/def2-TZVPD" e_above_lowest_ev=0.438 total_charge=+2 homo_energy_ev=-13.3
Re -1.13211 1.05692 -1.01379
N -1.15899 2.19051 -3.05166
C -2.53169 2.21693 -3.61051
C -3.27255 0.95107 -3.21420
N -3.10744 0.60799 -1.76924
C -4.11989 1.22887 -0.87071
C -3.78220 2.68350 -0.60470
N -2.32396 2.82300 -0.31237
H -0.75207 3.11883 -3.11937
H -0.56329 1.57199 -3.60623
H -2.51758 2.28838 -4.69927
H -3.02802 3.11254 -3.24372
H -2.87444 0.10981 -3.78154
H -4.33322 1.04363 -3.45587
H -3.22565 -0.39939 -1.69665
H -4.10462 0.66103 0.05903
H -5.11955 1.15000 -1.30352
H -4.38249 3.05790 0.22407
H -4.02152 3.29947 -1.46786
H -2.17312 2.81071 0.69172
H -2.00517 3.73991 -0.60946
F -3.47419 -3.58211 -5.89709
C -2.68311 -2.89925 -5.09103
C -1.76027 -2.00210 -5.60900
F -1.68043 -1.82004 -6.91760
C -0.93868 -1.28882 -4.75007
F -0.09836 -0.39912 -5.28594
C -0.99388 -1.44460 -3.36760
S 0.11205 -0.55407 -2.31401
C -1.93324 -2.34672 -2.88951
F -2.07430 -2.52002 -1.55679
C -2.77503 -3.06612 -3.71747
F -3.66383 -3.90630 -3.20273
C -1.27680 -2.80427 1.31924
C -0.46376 -1.64374 1.73038
O 0.66138 -1.73229 2.18492
O -1.01899 -0.39396 1.68091
H -0.72465 -3.36073 0.56050
H -2.24796 -2.50546 0.94376
H -1.38970 -3.45927 2.18662
C -1.17256 0.17007 0.49560
Ge 2.16506 -0.36124 2.37250
C 3.44822 -1.38422 1.40532
C 4.26762 -0.73606 0.47886
C 5.26088 -1.44388 -0.18230
C 5.43387 -2.79527 0.07522
C 4.62519 -3.44438 0.99955
C 3.63875 -2.74171 1.67139
C 2.19344 -0.19528 4.27167
C 1.60459 -1.14882 5.10261
C 1.70068 -1.01937 6.47956
C 2.38897 0.05243 7.03048
C 2.98641 0.99776 6.20977
C 2.89139 0.87704 4.83148
C 1.50554 1.17454 1.39217
C 1.14375 2.34202 2.04009
C 0.74342 3.47946 1.31758
C 0.71505 3.43807 -0.05680
C 1.04066 2.25128 -0.74913
C 1.42690 1.12292 -0.01803
H 4.14799 0.32228 0.27450
H 5.89974 -0.94026 -0.89506
H 6.20812 -3.34617 -0.44145
H 4.77090 -4.49639 1.20251
H 3.02354 -3.25462 2.40085
H 1.07422 -1.99687 4.68692
H 1.24477 -1.75912 7.12338
H 2.46656 0.14681 8.10495
H 3.53181 1.82557 6.64188
H 3.37863 1.61532 4.20316
H 1.18664 2.39513 3.12203
H 0.50632 4.39573 1.84178
H 0.48718 4.33746 -0.61860
H 1.22829 2.27397 -1.81691
H 1.79082 0.25117 -0.54919

No. 3
80
Properties=species:S:1:pos:R:3 method="wB97M-V/def2-TZVPD" e_above_lowest_ev=0.000 total_charge=-1 spin_multiplicity=2 homo_energy_ev="-3.2 / -5.2" s2=0.7741
Hg 1.74433 -0.01775 0.71077
N 1.75491 -2.97535 -1.75301
C 2.02326 -3.44582 -0.53687
N 2.25785 -2.72884 0.50586
C 2.56667 -3.48012 1.60346
C 2.57513 -4.82826 1.39739
S 2.17351 -5.19650 -0.24443
C 2.87004 -2.81285 2.84898
C 3.09308 -3.42772 4.04525
S 3.44823 -2.26390 5.27024
C 3.28059 -0.99534 4.03331
N 2.97575 -1.44997 2.86744
N 3.57166 0.27521 4.33089
H 1.52550 -1.96897 -1.79972
H 1.42204 -3.59605 -2.47048
H 2.78814 -5.62684 2.08171
H 3.05978 -4.47074 4.28878
H 3.52210 0.55422 5.29729
H 3.27183 0.95479 3.61491
C -3.31270 -2.96668 1.73703
C -3.04744 -1.76203 2.63928
N -2.96281 -0.54198 1.87329
C -4.18465 0.21667 1.70683
C -4.37365 1.22466 2.83908
C -1.80620 -0.07026 1.34972
S -0.39905 -1.02968 1.64409
N -1.93560 1.01672 0.62884
C -0.94940 1.79358 0.17184
O 0.23892 1.76556 0.51071
C -1.40290 2.87203 -0.75173
C -0.43538 3.56388 -1.47651
C -0.80180 4.61905 -2.28896
C -2.13082 5.00441 -2.36793
C -3.09812 4.31439 -1.65353
C -2.73716 3.24487 -0.85537
H -3.39591 -3.87456 2.33230
H -2.48469 -3.07406 1.03707
H -4.23356 -2.83076 1.16907
H -2.10144 -1.90425 3.16747
H -3.84799 -1.65114 3.37828
H -5.02611 -0.48372 1.67815
H -4.12153 0.74993 0.75518
H -4.37943 0.72087 3.80584
H -5.31172 1.76360 2.71843
H -3.55245 1.93969 2.82369
H 0.59863 3.25517 -1.37850
H -0.04807 5.15609 -2.85059
H -2.41620 5.84729 -2.98469
H -4.13421 4.62203 -1.71128
H -3.48253 2.70163 -0.29239
O -5.17251 -0.07582 -2.37465
C -4.26427 0.33367 -3.31014
O -4.65733 0.82589 -4.34331
C -2.86187 0.13625 -2.95438
C -2.43683 -0.86104 -2.06213
C -1.11555 -0.99761 -1.73881
C -0.14334 -0.10854 -2.24892
C -0.57767 0.87855 -3.16413
C -1.89704 0.98104 -3.51495
N 1.13521 -0.25014 -1.80874
C 2.17131 0.26703 -2.46405
C 3.46537 0.24905 -1.91547
C 4.58817 0.66313 -2.67426
C 5.83291 0.67357 -2.10653
C 5.96692 0.26892 -0.77279
C 4.83276 -0.12769 -0.09151
N 3.62340 -0.15459 -0.62276
H -4.70719 -0.34750 -1.56770
H -3.14765 -1.57193 -1.65337
H -0.80030 -1.77785 -1.05707
H 0.12564 1.60242 -3.55239
H -2.22526 1.74919 -4.20154
H 2.05337 0.66453 -3.47321
H 4.44048 0.96868 -3.70159
H 6.70051 0.99216 -2.67227
H 6.92991 0.27378 -0.28490
H 4.89199 -0.43453 0.94570
O 2.94768 2.38360 0.26479
N 3.04779 2.51955 1.47740
O 2.60499 1.57407 2.19720

No. 4
67
Properties=species:S:1:pos:R:3 method="wB97M-V/def2-TZVPD" total_charge=+1 homo_energy_ev=-10.4
Ir 0.91133 -0.34294 -0.18327
C 4.25165 -1.85276 -1.46536
C 4.07416 -1.57438 -0.00381
C 5.11483 -1.73891 0.89612
C 4.87962 -1.51011 2.25023
C 3.64148 -1.08060 2.68450
C 2.65092 -0.85225 1.72342
N 2.87928 -1.15445 0.41975
N 1.42959 -0.29987 1.87268
Si 0.83629 0.66312 3.21615
C 0.58529 -0.41131 4.74152
C -0.79641 1.40436 2.64988
C 2.11987 2.01971 3.49047
H 4.92688 -1.11818 -1.90722
H 3.29561 -1.80457 -1.98522
H 4.69408 -2.83660 -1.61635
H 6.08507 -2.04781 0.53542
H 5.67560 -1.65800 2.96842
H 3.43543 -0.90266 3.72934
H -0.13665 -1.20548 4.54319
H 0.20127 0.19889 5.56159
H 1.51088 -0.87727 5.08142
H -1.42220 0.65961 2.15451
H -0.62687 2.22045 1.94339
H -1.36138 1.79997 3.49622
H 3.04566 1.61918 3.90518
H 1.75382 2.78661 4.17590
H 2.35768 2.49655 2.53755
C -5.73401 -1.98739 0.11945
C -5.08319 -2.10733 -1.10173
C -3.80697 -1.59556 -1.26850
C -3.18487 -0.94458 -0.20669
C -3.83928 -0.82056 1.01826
C -5.11443 -1.33882 1.17724
P -1.51096 -0.25298 -0.39921
C -0.86693 -1.26486 -1.79921
C -0.43154 -2.55700 -1.45195
C 0.04332 -3.42277 -2.42325
C 0.09914 -3.00758 -3.74730
C -0.32104 -1.73097 -4.09860
C -0.80295 -0.85949 -3.13554
C -1.74581 1.41847 -1.02494
C -2.97178 2.01613 -1.19146
C -3.05273 3.35336 -1.61763
C -1.91022 4.06946 -1.85097
C -0.63441 3.48484 -1.67334
C 0.55596 4.21301 -1.89307
C 1.77397 3.62487 -1.69427
C 1.85645 2.29091 -1.24991
C 0.72639 1.55040 -1.01898
C -0.54574 2.13827 -1.23719
H -6.72491 -2.40243 0.24556
H -5.56436 -2.61017 -1.92978
H -3.30701 -1.69088 -2.22294
H -3.35292 -0.31047 1.84113
H -5.61809 -1.24471 2.12990
H -0.52104 -2.89173 -0.42236
H 0.36924 -4.41752 -2.15005
H 0.47396 -3.68084 -4.50667
H -0.27373 -1.41611 -5.13277
H -1.13115 0.13557 -3.41251
H -3.88145 1.46181 -0.99883
H -4.02410 3.80965 -1.75228
H -1.96571 5.10599 -2.15966
H 0.48883 5.24361 -2.21888
H 2.68438 4.18251 -1.86837
H 2.83691 1.85562 -1.08834

No. 5
74
Properties=species:S:1:pos:R:3 method="wB97M-V/def2-TZVPD" e_above_lowest_ev=0.000 homo_energy_ev=-7.9
Ir -0.30194 0.08599 0.63529
C 1.95869 -1.38227 -4.55989
C 2.29946 -0.06413 -4.28728
C 2.36547 0.38074 -2.97556
C 2.07805 -0.49041 -1.92884
C 1.73369 -1.81321 -2.20631
C 1.68069 -2.25771 -3.51954
P 2.11772 0.02048 -0.18615
C 3.88697 -0.14994 0.25758
C 4.72661 -0.97493 -0.48666
C 6.07208 -1.08670 -0.16434
C 6.59807 -0.37324 0.90024
C 5.77298 0.46198 1.64155
C 4.42919 0.56990 1.32475
C 1.80216 1.78746 -0.15294
C 2.60751 2.89617 -0.37858
C 2.02389 4.15316 -0.36534
C 0.65019 4.26304 -0.16011
C -0.14660 3.15285 0.09149
C 0.43464 1.88516 0.13902
H 1.90577 -1.72645 -5.58470
H 2.51383 0.61932 -5.09874
H 2.62528 1.41123 -2.76559
H 1.51095 -2.49323 -1.39241
H 1.41464 -3.28613 -3.72665
H 4.33108 -1.53583 -1.32293
H 6.70905 -1.73411 -0.75268
H 7.64811 -0.45854 1.14718
H 6.17834 1.03728 2.46382
H 3.81438 1.26029 1.89061
H 3.66972 2.77267 -0.55928
H 2.62259 5.03880 -0.53206
H 0.18555 5.24147 -0.18519
H -1.20538 3.30630 0.25490
C -3.53529 0.35553 -1.61535
C -2.96695 -0.94463 -1.18043
N -1.80190 -1.15426 -0.59380
C -1.66818 -2.51775 -0.43654
C -2.77267 -3.13752 -0.94268
N -3.57352 -2.12485 -1.40470
C -3.24893 -4.54080 -1.05930
O -2.43897 -5.48085 -0.63784
O -4.34130 -4.74612 -1.53785
C -0.50414 -3.08785 0.29904
O -0.34501 -4.31832 0.32171
O 0.25106 -2.21881 0.82470
H -2.74478 1.09652 -1.71041
H -4.26091 0.73682 -0.89567
H -4.02803 0.24426 -2.58129
H -4.47266 -2.28818 -1.83264
H -1.58561 -5.08862 -0.25028
S -4.27377 2.60157 1.39242
C -2.94078 1.69794 1.27245
N -1.97864 1.03806 1.18989
C 0.55791 1.66466 3.12430
C 0.93703 1.67260 4.62349
N 0.83426 0.33939 5.20576
C 1.76205 -0.54903 4.51825
C 1.49472 -0.56482 2.99567
N 0.29538 0.26404 2.66906
C -0.83633 -0.29564 3.48460
C -0.51344 -0.16851 4.99379
H 1.35240 2.06848 2.50134
H -0.34619 2.23724 2.92331
H 0.28306 2.34706 5.17719
H 1.96153 2.02349 4.75924
H 1.64733 -1.55010 4.93543
H 2.78403 -0.22352 4.72091
H 1.31934 -1.56588 2.61052
H 2.32889 -0.14644 2.44970
H -0.95239 -1.33520 3.17521
H -1.73860 0.24342 3.22767
H -0.59838 -1.13929 5.48291
H -1.22003 0.50915 5.47430

No. 6
74
Properties=species:S:1:pos:R:3 method="wB97M-V/def2-TZVPD" homo_energy_ev=-6.8
Zn 0.21271 -1.86810 -0.38918
C -3.74018 -0.90900 4.95300
C -2.57528 -1.22113 4.04991
C -1.37047 -0.58057 4.16494
C -0.26644 -0.91011 3.34809
C 1.02301 -0.31745 3.37133
N 1.40764 0.83749 3.82502
C 0.55712 2.00828 4.10977
C -0.20916 2.44997 2.86786
C 0.63195 3.14242 1.80177
N 1.75968 2.35373 1.30024
C 1.89090 2.17271 -0.12314
C 0.21712 2.82701 -1.57106
C -0.50048 3.65639 -2.33960
C -1.49866 3.12442 -3.23615
C -2.34516 4.06838 -4.04817
C -1.55345 1.78259 -3.36433
C -0.75873 0.86228 -2.57970
C -0.91073 -0.49321 -2.87873
N -0.46750 -1.56043 -2.26009
C -0.70819 -2.83216 -2.94803
C -1.92033 -3.59671 -2.40936
C -1.65308 -4.33909 -1.10609
N -1.25149 -3.42593 -0.03617
C -1.95186 -3.38902 1.02417
C -1.68502 -2.50118 2.16063
C -2.70163 -2.18168 3.02424
C -0.38779 -1.91151 2.33672
O 0.59625 -2.21244 1.58775
C -0.02068 1.39108 -1.44322
O 0.42763 0.24043 0.33831
H -3.52930 -0.04250 5.57862
H -3.96911 -1.74880 5.61214
H -4.63962 -0.69301 4.37429
H -1.26337 0.17099 4.93546
H 1.80190 -0.90596 2.89688
H 2.38048 1.04597 3.65164
H 1.21986 2.79892 4.46123
H -0.11357 1.77444 4.92999
H -0.98401 3.15057 3.19057
H -0.71300 1.59012 2.42293
H 1.00259 4.09533 2.19214
H -0.03378 3.38689 0.97534
H 2.63364 2.71886 1.64560
H 2.95647 2.16790 -0.33327
H -0.25848 4.71380 -2.35397
H -2.73370 4.88179 -3.43140
H -3.19591 3.54840 -4.48878
H -1.77546 4.52591 -4.86207
H -2.23778 1.34849 -4.08820
H -1.47749 -0.67926 -3.79655
H 0.18518 -3.46155 -2.85102
H -0.83923 -2.65345 -4.01744
H -2.24343 -4.33449 -3.14717
H -2.74240 -2.88932 -2.26640
H -0.82926 -5.04110 -1.25952
H -2.53240 -4.91715 -0.80559
H -2.84182 -4.02312 1.09789
H -3.66313 -2.67215 2.88967
O 6.05720 -0.68810 -3.96342
C 5.60439 0.02762 -3.05890
O 5.98006 1.11162 -2.57341
C 4.33024 -0.50069 -2.39216
C 4.20298 -1.83855 -2.03861
C 3.10819 -2.24040 -1.30336
N 2.15110 -1.39056 -0.90863
C 2.26654 -0.09320 -1.24528
C 3.32509 0.37320 -1.99015
C 1.23355 0.85603 -0.68002
O 1.32064 3.23955 -0.86365
O -0.74817 1.01500 -0.06650
H 4.96156 -2.54326 -2.35169
H 2.97635 -3.27363 -1.00302
H 3.41871 1.42140 -2.24492

Table of max |F| (eV Å⁻¹), in record order: 0.12 0.30 1.37 2.99 1.63 0.41